The following is a DFT calculation (the ωB97M-V functional and the def2-TZVPD basis) of CHF3MgNO3S2Sm as an isolated structure.

CARTESIAN COORDINATES (ANGSTROEM)
Sm (-2.59304, -1.21543, 1.48416)
N (-0.69902, 0.48285, -0.68380)
S (-1.78961, -0.20602, -1.67561)
O (-3.01691, -0.58355, -0.79010)
S (-0.16791, -0.75428, 0.50972)
O (3.42819, 1.66405, 0.17926)
C (-2.42159, 1.37453, -2.45028)
F (-1.42778, 1.97840, -3.08417)
F (-2.92258, 2.18334, -1.54057)
F (-3.36321, 1.05030, -3.32118)
Mg (1.65669, 1.78961, -0.58079)
O (3.43336, 2.81033, -0.77771)
H (4.09167, 2.55960, -1.43849)

As for the spin multiplicity: 7. The calculation puts the lowest unoccupied orbital energy (alpha / beta) at -5.1161 / -5.9467 eV. The HOMO energy (alpha / beta) is -8.37 / -11.29 eV. The net charge is +1. The expectation value of S² is 12.440.